# 1
Formula: C15H43O6
Source: the OMol25 dataset
Level of theory: wB97M-V/def2-TZVPD

```
64
Properties=species:S:1:pos:R:3
O -0.57 0.50 0.31
H -0.27 0.39 -0.58
H -0.40 1.40 0.61
H -0.29 -0.09 0.97
C -3.57 2.61 -2.43
C -3.24 2.80 -0.88
C -3.65 1.59 0.01
O -1.81 3.06 -0.66
H -3.09 3.62 -3.01
H -4.64 2.72 -2.25
H -3.14 1.68 -2.72
H -3.73 3.67 -0.49
H -3.29 1.82 0.93
H -3.32 0.71 -0.38
H -4.78 1.63 0.08
H -1.59 3.86 -1.13
C -1.80 -0.49 3.69
C -1.06 -1.68 3.06
C -2.13 -2.38 2.16
O -0.03 -1.29 2.27
H -1.61 0.44 3.10
H -1.36 -0.40 4.73
H -2.89 -0.87 3.53
H -0.91 -2.46 3.85
H -1.69 -3.02 1.45
H -2.66 -1.84 1.23
H -2.99 -3.05 2.78
H 0.86 -1.74 2.67
C 0.28 1.59 -2.83
C 1.03 0.22 -2.93
C 2.42 0.56 -3.25
O 1.09 -0.37 -1.68
H 0.13 2.23 -3.76
H 0.60 2.34 -2.22
H -0.83 1.42 -2.60
H 0.64 -0.45 -3.60
H 3.06 1.11 -2.37
H 2.49 1.15 -4.13
H 3.04 -0.30 -3.55
H 1.42 -1.30 -2.03
C 1.73 1.53 3.29
C 1.82 2.20 2.04
C 2.44 1.39 0.92
O 0.50 2.48 1.76
H 1.04 2.08 4.07
H 2.80 1.48 3.79
H 1.61 0.47 3.21
H 2.33 3.24 2.05
H 3.43 0.89 1.16
H 2.42 1.95 0.04
H 2.06 0.51 0.73
H 0.04 3.19 2.24
C 2.24 -2.77 -0.03
C 2.32 -3.66 -1.28
C 0.91 -4.43 -1.61
O 2.63 -2.81 -2.30
H 2.08 -3.45 0.82
H 1.32 -2.17 -0.03
H 3.19 -2.40 0.14
H 3.00 -4.01 -0.91
H 0.72 -5.33 -0.94
H 0.87 -4.77 -2.66
H -0.12 -3.67 -1.32
H 2.88 -3.35 -3.12
```

Properties
Net charge = +1
Energy relative to the best compared isomer or geometry (same formula, charge and spin) = 222.2 kcal per mole
E_HOMO = -0.471 hartree

Atomic partial charges in e from the Löwdin method, atoms 1 to 6: 0.29, 0.09, 0.10, 0.06, -0.03, -0.43



# 2
Formula: C15H44BrN6O6P3S2
Source: the OMol25 dataset
Level of theory: wB97M-V/def2-TZVPD

```
77
Properties=species:S:1:pos:R:3
C 3.98 0.49 -3.14
C 3.60 1.95 -3.34
S 1.95 2.39 -2.71
C 0.91 1.88 -4.11
O -0.30 1.24 -3.69
P -0.27 -0.28 -3.25
O 1.03 -0.83 -2.89
O -1.40 -0.41 -2.14
S -1.06 0.48 -0.74
O -1.02 -1.08 -4.43
Br 0.09 -1.78 -5.70
H 5.05 0.39 -3.00
H 3.68 -0.10 -4.01
H 3.48 0.05 -2.28
H 3.61 2.23 -4.40
H 4.27 2.61 -2.80
H 0.59 2.78 -4.62
H 1.48 1.27 -4.82
H -2.25 1.11 -0.68
O 6.68 -1.22 0.11
P 6.45 -2.46 0.92
N 6.20 -3.63 -0.27
C 5.30 -4.76 -0.20
C 7.04 -3.60 -1.47
N 5.00 -2.03 1.77
C 3.71 -2.49 1.29
C 4.95 -0.62 2.15
N 6.94 -3.54 2.12
C 8.13 -4.36 1.86
C 6.79 -3.20 3.55
H 5.78 -5.67 -0.58
H 4.39 -4.58 -0.78
H 5.02 -4.98 0.83
H 8.05 -3.97 -1.27
H 7.12 -2.59 -1.86
H 6.60 -4.22 -2.25
H 3.55 -2.27 0.23
H 2.92 -2.00 1.86
H 3.58 -3.56 1.46
H 4.64 0.03 1.32
H 5.92 -0.27 2.49
H 4.24 -0.50 2.97
H 7.90 -5.41 2.07
H 8.98 -4.07 2.48
H 8.44 -4.29 0.82
H 5.82 -3.54 3.91
H 6.87 -2.13 3.74
H 7.57 -3.69 4.13
O -4.99 3.09 0.13
P -6.36 2.95 0.69
N -6.13 2.53 2.30
C -7.00 1.70 3.11
C -5.02 3.14 3.02
N -7.01 1.64 -0.24
C -7.09 0.30 0.33
C -6.49 1.58 -1.60
N -7.85 3.71 0.85
C -7.93 4.88 1.73
C -8.77 3.80 -0.29
H -7.14 2.13 4.11
H -6.58 0.69 3.23
H -7.99 1.61 2.68
H -5.23 4.19 3.29
H -4.11 3.12 2.43
H -4.83 2.59 3.95
H -6.14 -0.04 0.76
H -7.38 -0.40 -0.45
H -7.87 0.24 1.09
H -5.50 1.12 -1.67
H -6.41 2.58 -2.03
H -7.19 1.02 -2.23
H -8.76 4.77 2.43
H -8.07 5.81 1.17
H -7.02 5.00 2.32
H -9.44 2.94 -0.30
H -8.26 3.84 -1.25
H -9.39 4.70 -0.21
```

Properties
Energy relative to the best compared isomer or geometry (same formula, charge and spin) = 0.0 kcal per mole
E_HOMO = -0.301 hartree

Atomic partial charges in e from the Löwdin method, atoms 1 to 6: -0.16, -0.53, 0.87, -0.49, -0.26, 0.15



# 3
Formula: C15H44N4O19
Source: the OMol25 dataset
Level of theory: wB97M-V/def2-TZVPD

```
82
Properties=species:S:1:pos:R:3
C -1.72 -0.38 -4.68
N -1.31 -1.81 -4.67
O -1.54 -2.46 -5.66
O -0.68 -2.21 -3.71
H -2.71 -0.31 -4.25
H -1.63 -0.03 -5.70
H -1.05 0.19 -4.04
C -1.17 2.99 -2.18
N -2.55 2.64 -1.71
O -2.90 3.07 -0.63
O -3.25 2.01 -2.48
H -0.97 2.33 -3.01
H -0.50 2.84 -1.34
H -1.14 4.04 -2.44
C 2.50 1.13 -2.88
N 2.50 0.75 -4.32
O 3.45 1.08 -4.98
O 1.55 0.12 -4.76
H 1.52 1.49 -2.60
H 3.28 1.87 -2.77
H 2.72 0.23 -2.29
C 4.09 -2.95 1.15
N 3.68 -2.06 0.04
O 4.42 -2.02 -0.92
O 2.66 -1.42 0.15
H 3.29 -3.04 1.87
H 4.95 -2.46 1.60
H 4.41 -3.89 0.73
C -0.72 5.94 0.48
O -0.18 4.73 1.01
C 0.94 4.25 0.52
O 1.56 4.69 -0.42
O 1.28 3.17 1.20
C 2.46 2.47 0.90
H -0.87 5.83 -0.59
H -0.04 6.76 0.70
H -1.61 6.12 1.07
H 3.36 3.08 1.01
H 2.46 2.14 -0.14
H 2.52 1.63 1.59
C 0.75 -1.18 3.60
O 1.34 0.00 4.13
C 0.70 1.15 4.11
O -0.41 1.38 3.71
O 1.57 2.07 4.54
C 1.17 3.44 4.40
H 1.50 -1.90 3.28
H 0.16 -1.01 2.70
H 0.06 -1.66 4.30
H 0.49 3.72 5.21
H 0.73 3.70 3.44
H 2.10 3.97 4.60
C -1.87 -3.97 2.00
O -0.86 -3.02 1.72
H -1.88 -4.33 3.04
H -2.88 -3.60 1.82
H -1.65 -4.85 1.38
H -0.05 -3.45 1.42
C -3.02 -2.36 -1.17
O -4.42 -2.24 -1.40
H -2.59 -1.38 -1.36
H -2.83 -2.50 -0.10
H -2.52 -3.15 -1.71
H -4.76 -3.08 -1.72
C -3.28 -0.43 2.55
O -3.12 0.97 2.65
H -3.95 -0.77 3.36
H -3.71 -0.76 1.61
H -2.35 -0.97 2.78
H -2.31 1.14 3.15
C 1.10 -4.13 -1.02
O 1.14 -4.44 0.39
H 0.90 -3.07 -1.18
H 2.02 -4.41 -1.53
H 0.25 -4.71 -1.39
H 1.42 -5.35 0.48
C -0.35 -0.04 -0.43
O -0.24 -0.12 -1.87
H -1.39 -0.05 -0.09
H 0.16 -0.95 -0.09
H 0.25 0.79 -0.06
H -0.45 -1.04 -2.10
```

Properties
Structure (SMILES) = C[N+](=O)[O-].C[N+](=O)[O-].C[N+](=O)[O-].C[N+](=O)[O-].COC(=O)OC.COC(=O)OC.CO.CO.CO.CO.CO
Energy relative to the best compared isomer or geometry (same formula, charge and spin) = 0.0 kcal per mole
E_HOMO = -0.344 hartree

Atomic partial charges in e from the Löwdin method, atoms 1 to 6: 0.05, -0.42, 0.09, 0.03, 0.11, 0.10



Number 1: HOMO-LUMO gap 10.65 eV, LUMO energy -2.17 eV, DFT total energy -28522.32946 eV. Number 2: HOMO-LUMO gap 7.40 eV, LUMO energy -0.78 eV, DFT total energy -157074.42755 eV. Number 3: HOMO-LUMO gap 9.05 eV, LUMO energy -0.32 eV, DFT total energy -61118.11641 eV.